Entry 1:
21
Properties=species:S:1:pos:R:3:nbo_charge:R:1 method="wB97M-V/def2-TZVPD" charge=-1 smiles=CCN[C@H](CN)C[S-] lumo_energy_ev=3.7907 de_lowest_kcal_mol=40.75
H 1.01 0.01 0.93 0.20
H 0.83 0.94 -2.40 0.18
H -0.15 -1.26 -2.88 0.18
H -2.15 -0.15 0.89 0.18
H 1.90 0.35 -1.07 0.22
H -0.90 0.85 -1.17 0.37
H -1.39 0.22 2.42 0.17
H -0.12 2.02 2.13 0.16
H 1.74 -1.38 -2.94 0.18
H -0.23 -1.88 2.33 0.34
C 0.01 0.39 0.76 -0.07
S 1.50 2.89 0.48 -0.69
H -0.76 2.41 0.73 0.17
C 0.87 0.17 -1.58 -0.22
C 0.11 1.95 1.09 -0.54
N -0.27 0.20 -0.69 -0.68
C 0.84 -1.22 -2.28 -0.62
N -1.05 -1.69 1.99 -0.85
H 0.66 -2.09 -1.56 0.20
H -1.24 -2.44 1.29 0.35
C -1.21 -0.28 1.54 -0.21

Entry 2:
21
Properties=species:S:1:pos:R:3:nbo_charge:R:1 method="wB97M-V/def2-TZVPD" charge=+1 lumo_energy_ev="-4.1033 / -3.8359" de_lowest_kcal_mol=124.91
H 0.05 -0.14 -1.05 0.24
H -2.78 1.16 -1.25 0.25
H -3.26 -1.32 0.13 0.25
C -2.53 0.71 -0.32 -0.59
C 2.30 1.32 -0.30 -0.37
H 1.01 -1.83 0.33 0.29
H 3.26 1.18 0.13 0.23
H 1.80 2.20 0.01 0.22
H 2.56 -1.38 -0.56 0.26
H -3.44 1.17 0.12 0.27
S -1.11 1.50 0.41 0.40
C 1.83 -1.11 0.28 -0.49
H 2.46 -1.57 1.09 0.26
H 2.33 1.24 -1.33 0.24
H 1.31 0.73 1.37 0.44
H -2.35 -1.19 -1.21 0.20
N -1.36 -1.38 0.55 -0.53
N 1.43 0.35 0.47 -0.38
H -1.24 -1.23 1.53 0.35
C 0.09 0.44 -0.13 -0.24
C -2.38 -0.87 -0.26 -0.28

Entry 3:
21
Properties=species:S:1:pos:R:3:nbo_charge:R:1 method="wB97M-V/def2-TZVPD" charge=+1 s_squared=2.003 multiplicity=3 lumo_energy_ev="-2.9288 / -6.4760" de_lowest_kcal_mol=46.75
H 0.21 -0.65 -2.22 0.41
N -0.44 -0.38 -1.56 -0.80
C 1.25 -1.37 0.02 -0.70
H -2.21 -0.85 0.40 0.22
C 0.14 0.91 0.43 -0.10
H 1.37 -1.98 -0.77 0.22
H 1.95 1.91 1.16 0.26
N -0.09 1.78 -0.68 -0.74
H -0.81 2.41 -0.46 0.43
H -1.32 -0.82 -1.58 0.42
H -1.19 -2.36 0.22 0.24
C -0.14 -0.54 -0.14 0.11
H -0.91 -1.39 1.64 0.25
H 0.73 2.11 -1.03 0.41
H 1.74 0.55 1.93 0.27
C -1.21 -1.32 0.58 -0.64
H -0.63 1.18 1.21 0.23
S 2.52 -0.07 -0.17 0.54
H 1.42 -1.86 1.08 0.26
C 1.60 0.97 0.95 -0.72
H -0.37 0.93 -1.43 0.42

Entry 4:
21
Properties=species:S:1:pos:R:3:nbo_charge:R:1 method="wB97M-V/def2-TZVPD" lumo_energy_ev=0.6685 de_lowest_kcal_mol=162.73
H -2.61 0.03 1.11 0.20
H -0.65 1.76 1.56 0.38
H -0.39 -1.72 0.48 0.21
C -0.58 -0.68 0.22 -0.20
N -2.82 -1.50 -0.16 -0.84
H -2.48 -1.91 -0.95 0.35
C 1.95 -0.51 0.57 -0.26
H 1.32 1.78 -0.72 0.20
N -0.38 2.19 0.21 -0.90
C 0.48 -0.01 0.01 -0.03
N 3.14 -1.26 -0.22 -0.87
H -0.01 3.20 0.06 0.37
H 2.45 0.59 0.73 0.19
H -0.19 1.25 -1.76 0.20
H -3.83 -1.11 -0.13 0.36
H 1.97 -0.75 1.85 0.22
C -2.08 -0.29 0.12 -0.25
H 2.97 -2.21 -0.65 0.37
C 0.47 1.23 -0.72 -0.26
H 3.53 -0.62 -0.92 0.36
H -2.26 0.55 -0.66 0.19

no.,strongest force on any atom (eV/A)
1,6.644
2,4.450
3,5.636
4,5.959